No. 1
{
  "formula": "C15H35N6O10S3",
  "method": "ωB97M-V/def2-TZVPD",
  "e_homo_ev": -6.19,
  "gap_ev": 7.89,
  "total_charge": -1,
  "species": ["C", "S", "O", "O", "S", "O", "O", "N", "S", "O", "O", "C", "C", "N", "H", "H", "H", "H", "H", "H", "H", "C", "O", "N", "C", "C", "H", "H", "H", "H", "H", "H", "H", "C", "O", "N", "C", "C", "H", "H", "H", "H", "H", "H", "H", "C", "O", "N", "C", "C", "H", "H", "H", "H", "H", "H", "H", "C", "O", "N", "C", "C", "H", "H", "H", "H", "H", "H", "H"],
  "coordinates": [[2.81, 0.76, 2.18], [2.79, 2.52, 2.08], [3.98, 2.95, 1.37], [2.54, 3.08, 3.39], [1.09, 2.87, 0.73], [0.72, 1.53, 0.32], [1.61, 3.75, -0.28], [0.10, 3.57, 1.74], [-1.47, 3.49, 1.52], [-1.86, 3.12, 0.17], [-2.07, 4.69, 2.05], [-2.01, 2.19, 2.63], [-1.38, 0.85, 2.38], [-0.80, 0.16, 3.27], [3.81, 0.49, 2.53], [2.61, 0.37, 1.19], [2.03, 0.43, 2.87], [-3.09, 2.16, 2.53], [-1.76, 2.55, 3.63], [-1.44, 0.46, 1.37], [-0.81, 0.65, 4.16], [3.62, -1.89, 5.27], [3.50, -0.89, 4.60], [4.81, -2.51, 5.49], [4.92, -3.71, 6.30], [6.00, -1.94, 4.90], [2.77, -2.40, 5.76], [5.57, -3.54, 7.16], [5.32, -4.54, 5.71], [3.93, -3.99, 6.66], [6.15, -0.91, 5.25], [5.91, -1.90, 3.81], [6.86, -2.54, 5.17], [-2.78, 8.19, -1.15], [-3.18, 9.18, -1.74], [-1.60, 7.59, -1.39], [-1.17, 6.41, -0.66], [-0.73, 8.15, -2.40], [-3.36, 7.69, -0.37], [-0.24, 6.60, -0.12], [-1.00, 5.57, -1.35], [-1.92, 6.11, 0.06], [-0.47, 9.18, -2.16], [-1.23, 8.16, -3.37], [0.17, 7.55, -2.46], [-2.59, -1.28, -0.71], [-2.60, -1.21, 0.50], [-1.88, -2.19, -1.41], [-1.87, -2.22, -2.85], [-1.07, -3.15, -0.67], [-3.15, -0.58, -1.35], [-2.22, -3.19, -3.21], [-0.86, -2.07, -3.24], [-2.51, -1.43, -3.24], [-1.70, -3.75, -0.01], [-0.34, -2.63, -0.05], [-0.57, -3.80, -1.38], [-2.38, -5.65, -4.72], [-1.39, -5.37, -4.07], [-2.35, -6.17, -5.96], [-3.55, -6.48, -6.70], [-1.05, -6.44, -6.57], [-3.40, -5.48, -4.35], [-3.61, -7.54, -6.94], [-3.59, -5.91, -7.63], [-4.42, -6.22, -6.10], [-0.48, -7.14, -5.96], [-0.47, -5.52, -6.64], [-1.20, -6.86, -7.56]],
  "mulliken_charge": [-0.86, 0.99, -0.65, -0.61, 0.97, -0.55, -0.63, -0.30, 1.02, -0.62, -0.68, -0.77, -0.08, -0.74, 0.33, 0.41, 0.25, 0.34, 0.34, 0.60, 0.25, 0.12, -0.57, 0.13, -0.91, -0.92, 0.26, 0.33, 0.33, 0.29, 0.29, 0.28, 0.37, 0.09, -0.64, 0.15, -0.74, -0.96, 0.29, 0.36, 0.37, 0.13, 0.29, 0.29, 0.36, 0.21, -0.65, 0.12, -0.71, -0.95, 0.27, 0.15, 0.32, 0.30, 0.30, 0.28, 0.36, 0.14, -0.59, 0.11, -0.90, -0.93, 0.28, 0.33, 0.33, 0.29, 0.29, 0.29, 0.37]
}



No. 2
{
  "formula": "C19H33BF4N3O5P2Rh",
  "method": "ωB97M-V/def2-TZVPD",
  "e_homo_ev": [-14.33, -15.20],
  "gap_ev": [9.23, 6.27],
  "total_charge": 2,
  "multiplicity": 5,
  "species": ["Rh", "F", "B", "F", "F", "F", "C", "N", "C", "N", "C", "N", "C", "P", "C", "C", "H", "H", "H", "H", "H", "H", "H", "H", "H", "H", "H", "H", "H", "C", "C", "O", "P", "O", "C", "C", "O", "C", "C", "H", "H", "H", "H", "H", "H", "H", "H", "H", "H", "H", "H", "H", "H", "H", "O", "C", "O", "C", "C", "C", "C", "C", "C", "H", "H", "H", "H", "H"],
  "coordinates": [[0.13, -0.67, -0.40], [0.18, 0.93, 1.08], [-0.95, 0.62, 2.03], [-1.29, -0.71, 1.63], [-1.96, 1.47, 1.77], [-0.45, 0.64, 3.29], [1.56, -3.66, 3.80], [2.40, -2.39, 3.58], [3.77, -2.81, 3.04], [3.63, -3.58, 1.86], [2.81, -4.77, 2.13], [1.48, -4.42, 2.61], [0.66, -3.79, 1.57], [1.43, -2.22, 0.99], [1.71, -1.44, 2.65], [3.16, -2.82, 0.71], [0.58, -3.33, 4.15], [2.06, -4.22, 4.59], [2.53, -1.92, 4.48], [4.25, -3.38, 3.83], [4.34, -1.89, 2.85], [3.31, -5.37, 2.88], [2.73, -5.36, 1.22], [-0.34, -3.58, 1.95], [0.55, -4.48, 0.73], [0.76, -1.15, 3.09], [2.32, -0.54, 2.54], [3.82, -1.97, 0.52], [3.18, -3.45, -0.19], [-0.03, 0.25, -5.83], [-0.22, 0.07, -4.34], [1.07, 0.30, -3.69], [1.52, -0.42, -2.36], [2.24, -1.76, -2.80], [1.69, -2.68, -3.79], [2.61, -3.86, -3.90], [2.67, 0.49, -1.78], [3.74, 1.06, -2.63], [3.49, 2.52, -2.86], [-0.99, 0.12, -6.33], [0.67, -0.47, -6.24], [0.33, 1.26, -6.04], [-0.57, -0.94, -4.11], [-0.92, 0.79, -3.93], [1.61, -2.14, -4.73], [0.69, -2.98, -3.46], [3.60, -3.54, -4.21], [2.22, -4.55, -4.65], [2.69, -4.39, -2.95], [3.79, 0.49, -3.55], [4.66, 0.88, -2.06], [2.57, 2.67, -3.43], [4.32, 2.94, -3.43], [3.42, 3.06, -1.91], [-3.74, -2.14, -1.40], [-2.64, -1.49, -1.43], [-1.56, -1.94, -1.01], [-2.87, -0.17, -2.04], [-3.65, -0.11, -3.20], [-3.85, 1.11, -3.83], [-3.30, 2.26, -3.28], [-2.54, 2.20, -2.11], [-2.33, 0.99, -1.47], [-4.08, -1.02, -3.62], [-4.45, 1.16, -4.72], [-3.46, 3.21, -3.76], [-2.13, 3.10, -1.67], [-1.83, 0.98, -0.50]],
  "lowdin_spin": [2.34, 0.08, 0.00, 0.03, 0.00, 0.00, 0.00, 0.01, 0.00, 0.01, 0.00, 0.01, 0.01, 0.09, 0.01, 0.01, 0.00, 0.00, 0.00, 0.00, 0.00, 0.00, 0.00, 0.00, 0.00, 0.00, 0.00, 0.00, 0.00, 0.00, 0.00, 0.04, 0.10, 0.04, 0.00, 0.00, 0.03, 0.01, 0.00, 0.00, 0.00, 0.00, 0.00, 0.00, 0.00, 0.00, 0.00, 0.00, 0.00, 0.00, 0.00, 0.00, 0.00, 0.00, 0.74, 0.06, 0.10, 0.08, 0.05, 0.00, 0.05, 0.03, 0.04, 0.00, 0.00, 0.00, 0.00, 0.01]
}



For each record above, in turn, the calculated energy above the lowest of the compared OMol25 structures with the same formula, charge and spin values are 0.0, 54.1 kJ/mol.
For each record above, in turn, the calculated E_tot values are -78044.23761, -68069.11299 eV.